(1)
Below is a molecular structure, C19H27IrN2 at a distorted geometry, with properties calculated with wB97M-V/def2-TZVPD.

Values from the calculation:
**Energy above the lowest of the compared OMol25 structures with the same formula, charge and spin**: 49.9 kcal per mole
**Frontier orbital gap (spin up / spin down)**: 6.2 / 5.2 eV
**F_max**: 5.42 eV Å⁻¹
**Energy**: -25937.3829 eV
**LUMO (spin up / spin down)**: -6.58 / -11.20 eV

Geometry as ORCA input:
```
! RIJCOSX wB97M-V def2-TZVPD def2/J DEFGRID3
* xyz 2 5
C 0.51264 1.87747 -0.03035
H 0.81966 2.23018 0.96916
H 1.38827 1.99140 -0.69771
H 1.68192 0.26855 0.39817
C -0.58747 2.81990 -0.53800
H -1.30950 2.28624 -1.17318
H -1.16647 3.16631 0.33164
C 0.00631 4.02073 -1.27599
H -0.77008 4.70293 -1.63639
H 0.66539 4.57680 -0.60249
H 0.60964 3.69631 -2.13203
C -0.83018 -1.93065 -0.74083
C -1.23141 -0.88309 -1.64478
C -0.05106 -0.30938 -2.21272
C 1.08799 -0.99619 -1.66394
C 0.60635 -2.02314 -0.76945
C 1.43753 -3.00492 -0.01430
C 2.52161 -0.74642 -2.01197
C -0.00405 0.74211 -3.27700
C -2.64597 -0.52222 -1.97322
C -1.74859 -2.83815 0.01352
Ir 0.11278 -0.05225 -0.01558
H 3.16152 -1.02182 -1.16558
H 2.84122 -1.32531 -2.88725
H 2.68969 0.31455 -2.23126
H 2.44506 -2.61805 0.13847
H 0.99766 -3.22190 0.96276
H 1.51588 -3.94994 -0.56003
H -2.71147 -2.35701 0.22382
H -1.95049 -3.73774 -0.58505
H -1.30752 -3.16447 0.96407
H -2.72114 0.48572 -2.39450
H -3.05368 -1.21815 -2.71998
H -3.29280 -0.57885 -1.08815
H 0.83920 1.42674 -3.12842
H 0.11626 0.29377 -4.27260
H -0.93031 1.32657 -3.29873
N 2.25815 -0.07204 6.05474
C 1.39610 -0.02725 5.26263
C 0.31474 0.00240 4.31512
C -1.00809 0.03304 4.76072
C -2.01420 0.05354 3.81656
C -1.68169 0.04882 2.45734
N -0.40817 -0.00249 2.03654
C 0.59280 -0.03104 2.94292
H -1.22136 0.03932 5.83353
H -3.06216 0.08829 4.10084
H -2.44622 0.11328 1.67622
H 1.60993 -0.04670 2.53353
*
```

Atom charges from the natural (NBO) analysis, given in e for atoms 1 to 6:
1 C -0.543
2 H 0.268
3 H 0.262
4 H -0.038
5 C -0.434
6 H 0.197

---

(2)
Below is a molecular structure, C19H27N2Yb at a distorted geometry, with properties calculated with wB97M-V/def2-TZVPD.

Values from the calculation:
**Frontier orbital gap (spin up / spin down)**: 4.0 / 4.0 eV
**F_max**: 5.83 eV Å⁻¹
**Energy**: -54628.1708 eV
**LUMO (spin up / spin down)**: -9.09 / -9.09 eV

Geometry as ORCA input:
```
! RIJCOSX wB97M-V def2-TZVPD def2/J DEFGRID3
* xyz 2 2
C 1.48831 2.41816 -1.79056
H 2.16658 2.33193 -0.88218
H 1.63538 1.72854 -2.61641
H 0.41062 0.85911 1.71391
C 0.23100 3.17196 -1.46117
H -0.71655 2.67874 -1.74272
H 0.15488 3.37789 -0.37111
C 0.58268 4.46566 -2.18274
H -0.24217 5.17129 -2.20895
H 1.43095 4.95456 -1.71025
H 0.87371 4.22697 -3.20183
C -0.88276 -1.77917 -0.28514
C -1.54718 -1.05430 -1.29461
C -0.60763 -0.74612 -2.30475
C 0.64581 -1.28112 -1.91384
C 0.47365 -1.91130 -0.65492
C 1.49649 -2.69841 0.07163
C 1.87958 -1.26496 -2.73134
C -0.89551 -0.09964 -3.60580
C -3.00663 -0.80472 -1.35976
C -1.52981 -2.41902 0.88662
Yb 0.52827 1.09088 -0.31174
H 2.76260 -1.52624 -2.13356
H 1.81788 -1.98812 -3.56450
H 2.06310 -0.27631 -3.17805
H 2.51206 -2.43489 -0.25370
H 1.43958 -2.52228 1.15548
H 1.36990 -3.78312 -0.09620
H -2.42564 -1.86049 1.19045
H -1.84836 -3.45673 0.68032
H -0.84965 -2.44898 1.74733
H -3.23261 0.03958 -2.02243
H -3.57682 -1.67311 -1.73408
H -3.40265 -0.56226 -0.36438
H -0.14710 0.66937 -3.84893
H -0.89781 -0.82602 -4.43825
H -1.87786 0.39015 -3.59776
N -0.21536 -0.43459 7.57695
C -0.13097 -0.26239 6.42623
C 0.04888 -0.10109 5.00216
C 1.27849 -0.46739 4.43145
C 1.39963 -0.36245 3.07282
N 0.30456 0.01498 2.29881
C -0.89454 0.46524 2.88781
C -1.04041 0.40538 4.23467
H 2.11591 -0.72011 5.13344
H 2.30346 -0.44639 2.51397
H -1.41690 1.10557 2.18017
H -2.02902 0.64574 4.65742
*
```

Atom charges from the natural (NBO) analysis, given in e for atoms 1 to 6:
1 C -0.346
2 H 0.158
3 H 0.268
4 H 0.310
5 C -0.522
6 H 0.256

---

(3)
Below is a single C19H27N3O2S molecule at a distorted geometry, with properties calculated with wB97M-V/def2-TZVPD.

Values from the calculation:
**Energy above the lowest of the compared OMol25 structures with the same formula, charge and spin**: 18.4 kcal per mole
**Frontier orbital gap**: 9.4 eV
**F_max**: 1.17 eV Å⁻¹
**Energy**: -39543.4838 eV
**LUMO**: 0.49 eV
**Structure (SMILES)**: CC(C)[C@H](NC(=O)c1ccc(C(C)(C)C)cc1)C(=O)NC1=NCCS1

Geometry as ORCA input:
```
! RIJCOSX wB97M-V def2-TZVPD def2/J DEFGRID3
* xyz 0 1
C 4.40916 1.07310 -2.31325
C 3.49234 0.13040 -3.08704
C 3.57094 -1.29053 -2.53351
C 2.04887 0.66952 -3.08338
N 1.52966 0.85348 -1.75574
C 0.35757 1.52851 -1.58622
O -0.14405 2.20833 -2.46017
C -0.26735 1.33252 -0.24907
C 0.46547 1.13087 0.91298
C -0.17740 0.87945 2.11292
C -1.56437 0.80815 2.19044
C -2.30585 0.49649 3.48044
C -3.12495 -0.78814 3.28493
C -3.24283 1.66563 3.81420
C -1.36410 0.28496 4.66892
C -2.28861 1.03513 1.02088
C -1.65597 1.30259 -0.17586
C 1.17022 -0.17716 -3.99769
O 1.32778 -0.17557 -5.19383
N 0.10420 -0.90283 -3.48386
C -0.21012 -1.41266 -2.26006
N 0.55831 -1.60605 -1.27993
C -0.04574 -2.22158 -0.14040
C -1.57423 -2.35939 -0.32980
S -1.91032 -1.93132 -2.06302
H 4.37520 2.07394 -2.73578
H 4.10723 1.13085 -1.27055
H 5.43491 0.71552 -2.35632
H 3.80672 0.10879 -4.13536
H 4.59110 -1.65892 -2.61281
H 2.92158 -1.95768 -3.09505
H 3.27594 -1.32982 -1.48806
H 2.04731 1.65832 -3.56446
H 1.72676 0.10282 -1.10813
H 1.54437 1.18858 0.89149
H 0.42783 0.73455 2.99316
H -3.85106 -0.67915 2.48382
H -2.46837 -1.62253 3.04301
H -3.66331 -1.02977 4.19864
H -3.98492 1.81619 3.03542
H -2.67170 2.58514 3.92290
H -3.76504 1.47078 4.74836
H -0.77692 1.17857 4.86672
H -1.94998 0.06563 5.55905
H -0.69293 -0.55348 4.49575
H -3.36776 1.00364 1.03729
H -2.22664 1.47771 -1.07578
H -0.54671 -1.16632 -4.21778
H 0.17346 -1.61478 0.74275
H 0.42421 -3.20174 -0.00437
H -1.92701 -3.37174 -0.14581
H -2.12288 -1.65897 0.29901
*
```

Atom charges from the natural (NBO) analysis, given in e for atoms 1 to 6:
1 C -0.602
2 C -0.206
3 C -0.611
4 C -0.151
5 N -0.643
6 C 0.674

---

(4)
Below is a single C19H27N3O2S2 molecule at a distorted geometry, with properties calculated with wB97M-V/def2-TZVPD.

Values from the calculation:
**Energy above the lowest of the compared OMol25 structures with the same formula, charge and spin**: 68.2 kcal per mole
**Frontier orbital gap**: 8.8 eV
**F_max**: 1.06 eV Å⁻¹
**Energy**: -50376.6920 eV
**LUMO**: 0.66 eV
**Structure (SMILES)**: Cc1cc(S(=O)(=O)N2CCC[C@H](N(C)CCc3ccccn3)C2)c(C)s1

Geometry as ORCA input:
```
! RIJCOSX wB97M-V def2-TZVPD def2/J DEFGRID3
* xyz 0 1
C 4.49960 2.88557 -1.81217
C 3.69922 2.18922 -0.77081
C 3.51708 0.85974 -0.58160
C 2.68414 0.56101 0.52611
S 2.35261 -1.14062 0.90169
O 3.60046 -1.83706 1.02424
O 1.43803 -1.24473 2.01098
N 1.66996 -1.61974 -0.55683
C 1.76668 -3.04073 -0.82244
C 0.71626 -3.83703 -0.05001
C -0.67711 -3.31421 -0.39238
C -0.75183 -1.81804 -0.04825
N -2.03160 -1.17238 -0.28660
C -2.73841 -1.56430 -1.48207
C -2.86685 -1.05285 0.89031
C -2.42170 0.15375 1.73559
C -2.44911 1.39929 0.90073
C -3.65096 1.95056 0.46062
C -3.61980 3.07116 -0.34869
C -2.39067 3.61328 -0.69493
C -1.25187 3.00569 -0.19543
N -1.27920 1.93358 0.57846
C 0.35718 -1.06496 -0.80212
C 2.23163 1.65382 1.19523
C 1.32819 1.73610 2.36436
S 2.83055 3.09830 0.43585
H 3.86635 3.53508 -2.41571
H 5.27047 3.50425 -1.35419
H 4.97461 2.15408 -2.46074
H 3.95298 0.08759 -1.18719
H 2.77431 -3.34025 -0.53234
H 1.64307 -3.18851 -1.90117
H 0.79996 -4.89680 -0.29918
H 0.90444 -3.71457 1.01841
H -1.43647 -3.86247 0.17033
H -0.86431 -3.46705 -1.45790
H -0.52343 -1.71063 1.01528
H -2.04841 -1.57272 -2.32298
H -3.22103 -2.55151 -1.41200
H -3.50886 -0.82043 -1.69054
H -3.89783 -0.89712 0.56433
H -2.84633 -1.95889 1.51617
H -3.09430 0.25520 2.58977
H -1.40592 -0.00411 2.09618
H -4.59109 1.50819 0.75444
H -4.53758 3.51778 -0.70462
H -2.32116 4.48501 -1.32653
H -0.26508 3.39333 -0.41706
H 0.36241 -0.02242 -0.47914
H 0.17704 -1.09439 -1.88155
H 1.63052 2.53864 3.03382
H 0.31108 1.93272 2.01364
H 1.33208 0.78555 2.89060
*
```

Atom charges from the natural (NBO) analysis, given in e for atoms 1 to 6:
1 C -0.636
2 C -0.180
3 C -0.232
4 C -0.416
5 S 2.330
6 O -0.941